The following is a quantum chemistry calculation of a structure of composition C30H40AgN12S2, from the Open Molecules 2025 dataset.

Element x y z (Å)
Ag  -0.1909  0.6550  -0.7383
N  -3.8800  -0.4014  -3.0084
C  -2.7526  -0.8353  -2.3584
S  -1.2191  -0.0892  -2.7329
N  -2.9765  -1.8014  -1.4464
N  -1.9943  -2.6615  -1.1692
C  -2.1597  -3.8934  -0.7800
C  -3.4345  -4.3675  -0.1756
C  -3.6491  -5.8087  -0.1422
C  -4.8219  -6.2548  0.4303
C  -5.7412  -5.3679  1.0168
C  -5.5109  -3.9918  0.9746
C  -4.4043  -3.5020  0.2861
C  -0.9347  -4.7220  -0.6347
C  -0.6719  -5.3225  0.6343
C  0.4529  -6.0541  0.8144
C  1.3728  -6.1904  -0.2494
C  1.0568  -5.5504  -1.4482
N  -0.0557  -4.8267  -1.6584
H  -3.8150  0.3111  -3.6764
H  -4.7245  -0.6066  -2.5209
H  -2.8981  -6.4568  -0.5717
H  -5.0178  -7.3442  0.5503
H  -6.5987  -5.7876  1.5862
H  -6.1812  -3.2745  1.5181
H  -4.2656  -2.4389  0.1870
H  -1.3882  -5.2394  1.4241
H  0.5881  -6.6386  1.7726
H  2.3785  -6.6636  -0.1662
H  1.7537  -5.6084  -2.3326
C  0.3392  2.2924  4.2536
N  -0.8524  1.7745  3.5954
C  -2.1167  1.8735  4.3318
C  -3.1344  1.4507  3.3634
N  -2.3875  1.0892  2.1734
C  -2.9418  0.6811  0.8803
C  -1.0236  1.2736  2.3665
N  -0.0861  0.8899  1.4943
C  1.3036  0.7819  1.9802
C  2.0922  -0.1046  1.0476
N  2.2048  0.5754  -0.2185
C  3.0862  0.3237  -1.1114
N  3.9684  -0.7331  -1.2422
C  3.6488  -2.0648  -0.6750
C  4.7168  -0.6068  -2.4882
C  4.2986  0.7513  -3.0600
N  3.2578  1.2284  -2.1820
C  2.8558  2.6026  -2.2535
H  0.1059  3.0891  4.9395
H  1.0478  2.5829  3.4807
H  0.8310  1.5129  4.8013
H  -2.2835  2.8760  4.7325
H  -2.0751  1.2334  5.2251
H  -3.8543  2.2400  3.0932
H  -3.7557  0.5840  3.7284
H  -2.5691  1.3721  0.1167
H  -4.0159  0.6829  0.8467
H  -2.5494  -0.3050  0.5947
H  1.3738  0.4574  3.0590
H  1.7667  1.7595  1.9382
H  1.6010  -1.0617  0.9437
H  3.1135  -0.3226  1.4715
H  2.6037  -2.0654  -0.3781
H  4.1990  -2.2353  0.2181
H  3.7843  -2.8111  -1.4415
H  4.5768  -1.4947  -3.1386
H  5.7804  -0.5530  -2.3042
H  3.8917  0.5662  -4.0765
H  5.1144  1.4596  -3.1221
H  3.6525  3.2584  -2.5537
H  2.4562  2.8616  -1.2371
H  2.0796  2.6816  -3.0120
C  1.9580  8.0799  -2.7827
C  1.8696  7.1622  -1.6082
C  2.7791  7.2172  -0.4923
C  2.7203  6.1494  0.4075
N  1.7822  5.2046  0.3674
C  0.9486  5.2389  -0.6948
S  -0.2518  4.0074  -0.7039
N  0.9304  6.2027  -1.6575
H  1.1323  8.7999  -2.8211
H  1.9337  7.5274  -3.7515
H  2.8602  8.7205  -2.7937
H  3.5856  7.9380  -0.3450
H  3.3304  6.0380  1.3101

The net charge is -1. Its spin multiplicity is 1. The HOMO energy comes out at -3.5 eV.

The following is a quantum chemistry calculation of a cluster of 5 separate species, C23H42ClN6O22S6 in total, from the Open Molecules 2025 dataset.

Element x y z (Å)
C  2.2659  5.5136  1.4252
C  0.8557  4.9890  1.2112
C  0.7335  3.5891  1.7333
C  -0.5878  2.9538  1.2595
C  -0.5492  1.5141  1.4980
N  0.4631  0.6856  1.3477
C  0.0616  -0.5078  1.6942
N  0.8696  -1.6029  1.7008
C  2.2900  -1.3999  1.3299
C  2.5457  -1.2896  -0.1795
C  3.5010  -2.4092  -0.6042
C  3.4015  -2.8031  -2.0786
S  4.2749  -1.6217  -3.0765
O  5.5079  -1.3008  -2.4543
O  3.4115  -0.5098  -3.3128
Cl  4.7334  -2.5587  -4.8244
S  0.4763  -3.1912  2.0736
C  -0.5938  -3.7763  0.7758
O  -0.1355  -3.3378  3.3547
O  1.6533  -3.9860  1.9813
N  -1.2366  -0.4700  2.0491
C  -2.2714  -1.3471  2.5670
C  -2.5703  -1.1171  4.0540
C  -1.3874  -0.9136  4.9636
N  -0.6778  0.2646  4.9419
O  -1.1213  -1.7645  5.7532
N  -1.5729  0.8278  1.9176
N  -2.8414  1.3982  2.2210
C  -3.5351  1.4248  1.1861
O  -4.1839  1.3631  0.2641
H  2.9824  4.9769  0.8246
H  2.5721  5.4203  2.4518
H  2.3068  6.5474  1.1334
H  0.2023  5.6430  1.7566
H  0.6661  5.0543  0.1548
H  1.5357  2.9537  1.4103
H  0.6948  3.6052  2.8089
H  -1.3937  3.3864  1.8238
H  -0.7207  3.1262  0.2047
H  2.6342  -0.4959  1.7868
H  2.8906  -2.1896  1.7389
H  3.0005  -0.3426  -0.3920
H  1.6150  -1.3495  -0.7228
H  4.5182  -2.1267  -0.4124
H  3.2704  -3.3055  -0.0497
H  2.3737  -2.8224  -2.3702
H  3.8866  -3.7549  -2.2017
H  -1.4030  -4.2822  1.2672
H  -0.0493  -4.3901  0.0902
H  -1.0325  -2.9459  0.2586
H  -3.1821  -1.0811  2.0623
H  -2.1282  -2.3882  2.3726
H  -3.1765  -0.2277  4.1213
H  -3.1566  -1.9204  4.4507
H  0.1675  0.1604  5.4769
H  -0.4404  0.6157  4.0294
C  4.2107  1.8681  -5.4251
C  5.5623  1.9871  -6.0931
O  5.3498  2.9296  -7.1561
S  4.2589  4.0007  -6.7125
O  4.8983  5.1700  -6.2382
O  3.2553  4.0586  -7.7137
O  3.6786  3.2031  -5.4484
H  3.5407  1.2209  -5.9942
H  4.2782  1.5057  -4.4056
H  5.9185  1.0430  -6.4918
H  6.3102  2.3985  -5.4135
C  -2.1088  6.7161  -2.7869
C  -2.6229  5.3122  -3.0146
O  -2.7895  4.7767  -1.6832
S  -3.2162  5.9629  -0.6900
O  -4.6207  5.9532  -0.5228
O  -2.3402  5.9386  0.4258
O  -2.8299  7.1778  -1.6368
H  -1.0441  6.7213  -2.5483
H  -2.2929  7.3707  -3.6290
H  -1.9310  4.7014  -3.5829
H  -3.5965  5.3169  -3.5068
C  -2.6857  -2.8609  -4.9000
C  -1.8899  -1.6073  -4.6099
O  -1.5419  -1.7306  -3.2135
S  -1.3341  -3.2704  -2.8544
O  0.0530  -3.5732  -2.8814
O  -2.1090  -3.5670  -1.7029
O  -2.0171  -3.8888  -4.1423
H  -3.7112  -2.7806  -4.5387
H  -2.6923  -3.1186  -5.9537
H  -2.4584  -0.6988  -4.7773
H  -0.9672  -1.5724  -5.1907
C  -1.9079  -5.6967  6.3671
C  -2.6696  -4.9015  5.3338
O  -3.8034  -5.7187  5.0129
S  -4.2559  -6.5411  6.3160
O  -5.3246  -5.8556  6.9418
O  -4.3480  -7.9079  5.9653
O  -2.9288  -6.2954  7.1769
H  -1.3217  -6.4935  5.9061
H  -1.2580  -5.0747  6.9742
H  -2.0816  -4.7051  4.4422
H  -3.0297  -3.9578  5.7486

The net charge is +1. Its spin multiplicity is 1. The HOMO energy comes out at -12.6 eV.

The following is a quantum chemistry calculation of the molecule CH5ClN2, from the Open Molecules 2025 dataset.

Element x y z (Å)
C  0.0284  0.4742  0.9759
N  0.3775  0.6678  -0.4097
N  0.1451  -0.6919  -1.4125
Cl  -1.2015  -1.6497  -0.8700
H  -0.1078  1.4472  1.3927
H  -0.8651  -0.1774  1.1147
H  0.7929  -0.0135  1.6471
H  -0.1373  1.1317  -1.0762
H  0.9678  -1.1884  -1.3620

Its spin multiplicity is 1. The HOMO energy comes out at -9.7 eV.

The following is a quantum chemistry calculation of a cluster of 10 separate species, C35H98N8O11 in total, from the Open Molecules 2025 dataset.

Element x y z (Å)
C  6.7688  -0.9978  2.1786
O  5.5455  -0.6261  2.7543
C  5.1469  0.6821  2.3566
C  3.7330  0.9066  2.7897
C  3.5750  0.5744  4.2882
N  2.8294  0.1017  1.9693
H  7.6002  -0.3671  2.5184
H  6.7173  -0.9113  1.0847
H  6.9492  -2.0395  2.4348
H  5.8040  1.3284  2.9606
H  5.3127  0.8935  1.2973
H  3.4678  1.9642  2.7599
H  2.5620  0.7936  4.6270
H  4.2395  1.2037  4.8917
H  3.8195  -0.4703  4.4823
H  2.9729  -0.8743  2.2127
H  1.8373  0.2571  2.1212
C  1.7567  6.9818  -1.4517
O  1.5368  5.6116  -1.1655
C  2.6979  4.8103  -1.0454
C  2.2862  3.4673  -0.5254
C  1.8848  3.5646  0.9288
N  3.4515  2.5449  -0.5995
H  2.2467  7.1042  -2.4235
H  2.3013  7.4986  -0.6575
H  0.7368  7.3658  -1.5018
H  3.2028  4.7519  -2.0273
H  3.4505  5.3155  -0.4221
H  1.4278  3.0897  -1.0939
H  2.6653  3.9609  1.5745
H  1.5199  2.6073  1.3148
H  0.9511  4.1200  1.0868
H  3.2344  1.7165  -0.0428
H  3.4971  2.2582  -1.5733
C  2.2775  6.2723  4.1169
O  1.3079  5.2882  3.8652
C  0.8579  4.5867  5.0367
C  -0.2455  3.6361  4.6374
C  -0.9574  3.1229  5.8809
N  0.3426  2.4912  3.9272
H  2.0143  7.1091  3.4570
H  3.2880  5.9698  3.8345
H  2.1951  6.6919  5.1240
H  1.7058  4.0909  5.5138
H  0.3990  5.3808  5.6408
H  -0.9445  4.1348  3.9532
H  -1.8400  2.5363  5.6156
H  -1.2657  3.9331  6.5424
H  -0.3017  2.4301  6.4134
H  -0.3282  1.8244  3.5541
H  0.8227  2.8639  3.1165
C  3.5041  -2.3771  -1.4597
O  3.7171  -3.7337  -1.7743
C  3.3238  -4.6110  -0.7520
C  3.1602  -5.9836  -1.3534
C  2.1580  -6.0948  -2.4963
N  2.6591  -6.8735  -0.2631
H  2.5348  -2.2009  -0.9782
H  3.4460  -1.8277  -2.4028
H  4.3115  -1.9536  -0.8571
H  4.0097  -4.6824  0.1079
H  2.3804  -4.3114  -0.2765
H  4.1186  -6.3924  -1.6925
H  2.2965  -5.2590  -3.1888
H  1.1310  -6.1093  -2.1380
H  2.4228  -6.9524  -3.1178
H  2.4720  -7.7795  -0.6882
H  3.3921  -7.1127  0.4014
C  1.5502  -2.9103  -5.8681
O  0.2558  -2.5440  -5.4597
C  0.1744  -2.3355  -4.0607
C  -1.1798  -1.7580  -3.7472
C  -1.4218  -0.4591  -4.4990
N  -1.2843  -1.5709  -2.2956
H  1.7186  -2.6939  -6.9182
H  1.6885  -3.9802  -5.6452
H  2.3503  -2.4181  -5.2974
H  0.2964  -3.3430  -3.6256
H  0.9662  -1.6784  -3.6802
H  -1.9233  -2.4439  -4.1835
H  -0.7206  0.3425  -4.2605
H  -2.3979  -0.0766  -4.1623
H  -1.5461  -0.6157  -5.5673
H  -1.2124  -2.5254  -1.9464
H  -2.2141  -1.2366  -2.0628
C  -0.1310  5.3825  -5.7140
O  0.0988  4.0035  -5.5469
C  0.0027  3.5931  -4.2148
C  -1.3985  3.6370  -3.6094
C  -1.4751  2.9146  -2.2799
N  -2.3749  3.0415  -4.5558
H  0.5502  6.0011  -5.1150
H  -1.1424  5.6682  -5.3878
H  -0.0693  5.6677  -6.7611
H  0.4123  2.5837  -4.1596
H  0.5431  4.2494  -3.5172
H  -1.7269  4.6672  -3.4318
H  -1.1793  1.8602  -2.4078
H  -2.4920  2.8181  -1.8981
H  -0.7481  3.2839  -1.5525
H  -1.8888  2.7235  -5.3913
H  -2.7729  2.1729  -4.2138
C  -5.4922  0.7134  -0.3842
O  -5.0893  -0.5706  -0.7713
C  -5.9945  -1.1940  -1.6587
C  -5.3071  -2.4428  -2.1862
C  -6.1403  -3.1373  -3.2558
N  -5.1999  -3.3772  -1.0667
H  -5.7253  1.3699  -1.2377
H  -4.6520  1.2404  0.0692
H  -6.3668  0.6907  0.2720
H  -6.9121  -1.5557  -1.1694
H  -6.2878  -0.4857  -2.4418
H  -4.3476  -2.1293  -2.6207
H  -7.1386  -3.4151  -2.9119
H  -5.6884  -4.1000  -3.5002
H  -6.2315  -2.4676  -4.1131
H  -4.8041  -2.9354  -0.2436
H  -4.6007  -4.1601  -1.2991
C  -4.7446  -2.1192  2.8288
O  -4.3026  -2.7095  4.0366
C  -3.0163  -2.2739  4.4092
C  -1.8883  -3.0232  3.7209
C  -1.7414  -4.4601  4.1971
N  -0.6330  -2.2424  3.8906
H  -5.6473  -2.6340  2.5135
H  -3.9955  -2.1892  2.0321
H  -4.9318  -1.0533  3.0076
H  -2.9694  -1.1911  4.2407
H  -2.9048  -2.4662  5.4837
H  -2.1185  -2.9679  2.6498
H  -0.9642  -4.9393  3.5980
H  -2.6709  -5.0061  4.0498
H  -1.4257  -4.4011  5.2394
H  -0.4829  -1.9342  4.8519
H  0.0968  -2.9469  3.7914
O  -1.3505  0.2528  2.6570
C  -1.9729  -0.0557  1.3983
C  -1.1727  0.4860  0.2606
O  0.0946  -0.1297  0.2159
H  -1.1149  -0.5650  3.1275
H  -1.9629  -1.1511  1.3782
H  -2.9934  0.3228  1.4921
H  -1.1207  1.5768  0.2769
H  -1.6893  0.2329  -0.6710
H  0.0985  -0.8365  -0.4396
C  -0.3264  -3.7012  0.4069
O  -1.5567  -3.7297  -0.3030
H  0.4512  -3.2555  -0.2134
H  -0.3924  -3.1157  1.3289
H  0.0365  -4.7075  0.6393
H  -2.1111  -4.4264  0.0571

Its spin multiplicity is 1. The HOMO energy comes out at -8.7 eV.

The following is a quantum chemistry calculation of a cluster of 2 separate species, C5H12N3PS in total, from the Open Molecules 2025 dataset.

Element x y z (Å)
C  0.7001  -0.6428  -0.5734
C  0.7328  0.7137  0.0758
C  2.0051  -1.3507  -0.3576
C  2.2707  0.7773  0.5172
C  2.5168  -0.6844  0.9905
N  -0.1495  -1.2649  -1.2511
N  -3.9889  -1.0102  -0.4272
N  -2.9673  1.5418  -0.6257
P  -3.2289  0.1286  0.2700
S  -2.5488  0.0448  2.0534
H  0.5556  1.4937  -0.5114
H  -0.0218  0.6661  1.0036
H  2.0112  -2.3621  -0.2467
H  2.6421  -1.1492  -1.1140
H  2.9867  1.0712  -0.2578
H  2.5287  1.4059  1.2557
H  1.9713  -1.1147  1.7460
H  3.5129  -0.7974  1.1316
H  -0.9652  -0.6574  -1.2870
H  -4.1024  -0.8928  -1.4217
H  -3.8847  1.8343  -0.9506
H  -2.5764  2.2491  -0.0198

Its spin multiplicity is 1. The HOMO energy comes out at -9.6 eV.

The following is a quantum chemistry calculation of a cluster of 2 separate species, C7H8FOPS in total, from the Open Molecules 2025 dataset.

Element x y z (Å)
C  -0.6571  -2.2002  2.0520
C  -1.3836  -2.0388  0.8815
C  0.5540  -1.5458  2.2285
C  -0.8923  -1.2338  -0.1304
C  1.0540  -0.7328  1.2272
C  0.3316  -0.6047  0.0495
C  -0.3744  3.1538  -1.6506
O  -0.6855  1.8852  -2.0352
F  0.8683  -0.6073  -2.5355
P  1.0243  0.3954  -1.2777
S  2.7191  1.2855  -1.1656
H  -1.0380  -2.8314  2.8397
H  -2.3322  -2.5389  0.7591
H  1.1070  -1.6758  3.1452
H  -1.4374  -1.0756  -1.0479
H  1.9932  -0.2145  1.3455
H  0.7140  3.3023  -1.5286
H  -0.8714  3.4375  -0.7105
H  -0.6935  3.8400  -2.4462

Its spin multiplicity is 1. The HOMO energy comes out at -9.3 eV.

The following is a quantum chemistry calculation of a cluster of 2 separate species, C5H15N3 in total, from the Open Molecules 2025 dataset.

Element x y z (Å)
C  1.3894  2.7098  1.7906
C  -0.3008  2.7102  0.0056
C  1.0238  -2.1779  -0.7287
C  -1.5242  -2.6681  -0.9978
C  -0.8315  -0.5237  -0.2652
N  0.5882  0.6598  0.9732
N  0.5230  1.8505  0.9125
N  -0.4405  -1.8237  -0.2023
H  2.3436  2.8415  1.0902
H  1.6083  2.3805  2.7696
H  0.7688  3.5538  2.0125
H  -0.8297  2.1178  -0.7502
H  0.3395  3.3226  -0.5570
H  -0.9928  3.3295  0.5822
H  1.1788  -2.2310  -1.7734
H  1.7741  -1.4351  -0.3648
H  1.3262  -3.1889  -0.4304
H  -1.4361  -2.2266  -1.9993
H  -1.0786  -3.6651  -1.0102
H  -2.5294  -2.6130  -0.6359
H  -0.5153  -0.1369  -1.1532
H  -1.8505  -0.4524  0.0542
H  -0.5342  -2.3336  0.6778

The net charge is +2. Its spin multiplicity is 1. The HOMO energy (alpha / beta) comes out at -18.5 / -18.4 eV.

The following is a quantum chemistry calculation of a structure of composition C11H27GaIN3O2, from the Open Molecules 2025 dataset.

Element x y z (Å)
C  0.4360  1.2405  5.1231
C  0.2502  1.5966  3.6491
C  1.5105  1.9513  2.7969
I  3.3959  1.6790  3.7955
Ga  1.5086  0.9470  1.0192
C  3.1506  1.3616  -0.1091
N  3.9545  0.1492  -0.3850
C  5.0757  -0.0810  0.5100
N  1.5155  -1.0155  1.4102
C  0.4050  -1.4138  1.5658
O  -0.7271  -1.8055  1.6338
H  0.8050  0.2239  5.2520
H  -0.5455  1.2670  5.6117
H  1.0666  1.9503  5.6537
H  -0.2534  0.7518  3.1714
H  -0.4274  2.4517  3.5914
H  1.4596  3.0091  2.5437
H  0.1330  1.3188  0.2402
H  2.8083  1.7530  -1.0711
H  3.7651  2.1307  0.3772
H  4.2613  0.1300  -1.3442
H  4.8907  -0.9056  1.2044
H  5.3229  0.8039  1.1056
H  5.9705  -0.3296  -0.0694
C  -1.9498  0.2551  -1.2651
N  -2.2484  -1.1451  -1.7336
C  -2.7304  -1.9154  -0.5419
C  -0.9880  -1.7720  -2.2212
C  -3.3256  -1.1921  -2.7849
C  -3.0256  -0.5382  -4.1140
O  -2.8128  0.8517  -3.9353
H  -1.3716  0.1846  -0.3433
H  -1.3727  0.7724  -2.0203
H  -2.8890  0.7667  -1.0786
H  -1.9152  -1.8611  0.1704
H  -2.9429  -2.9427  -0.8304
H  -3.6241  -1.4336  -0.1534
H  -0.5829  -1.1772  -3.0344
H  -1.2059  -2.7835  -2.5576
H  -0.2799  -1.7951  -1.3956
H  -4.2046  -0.7342  -2.3324
H  -3.5270  -2.2492  -2.9577
H  -3.9007  -0.7064  -4.7490
H  -2.1643  -1.0057  -4.6013
H  -2.6708  1.2564  -4.7965

Its spin multiplicity is 1. The HOMO energy comes out at -6.4 eV.

How do the records compare in max |F|? In the order shown, they have 3.10; 3.04; 5.77; 2.00; 5.57; 4.23; 5.29; 1.32 eV/A.